Molecular formula: C20H31MnO5S
Method: DFT, ωB97M-V/def2-TZVPD

Cartesian coordinates (Å):
O1 0.183 -0.222 -3.825
C1 0.083 1.069 -4.483
C2 0.021 0.626 -5.907
H1 0.999 1.656 -4.346
H2 -0.835 1.599 -4.200
C3 0.098 -0.749 -5.186
H3 0.927 0.881 -6.451
H4 -0.895 0.927 -6.415
C4 1.372 -1.485 -5.599
H5 2.250 -0.833 -5.473
H6 1.261 -1.753 -6.658
H7 1.494 -2.398 -5.006
C5 -1.160 -1.591 -5.333
H8 -2.027 -0.986 -5.027
H9 -1.060 -2.479 -4.693
H10 -1.256 -1.894 -6.384
Mn1 -0.357 -0.560 2.951
C6 -2.256 -0.930 3.935
C7 -1.975 0.458 4.134
C8 -1.900 1.093 2.854
H11 -2.025 0.966 5.092
C9 -2.086 0.076 1.848
C10 -2.332 -1.177 2.516
H12 -2.650 -2.088 2.009
H13 -2.508 -1.642 4.719
H14 -1.858 2.166 2.665
H15 -2.222 0.275 0.798
C11 0.798 -1.903 4.235
C12 -0.062 -2.627 3.350
C13 0.359 -2.361 2.003
H16 -0.835 -3.322 3.641
C14 1.468 -1.455 2.061
C15 1.747 -1.197 3.442
H17 2.603 -0.683 3.846
H18 0.786 -1.960 5.310
H19 -0.015 -2.824 1.101
H20 2.059 -1.101 1.229
O2 1.261 0.283 -1.055
C16 -0.044 -0.381 -1.037
C17 -1.107 0.702 -1.320
H21 -0.228 -0.846 -0.046
H22 -0.060 -1.202 -1.775
C18 -0.257 1.973 -1.553
H23 -1.662 0.920 -0.403
H24 -1.803 0.393 -2.105
C19 0.909 1.622 -0.623
H25 -0.784 2.931 -1.451
H26 0.121 1.912 -2.585
H27 0.528 1.710 0.404
H28 1.816 2.222 -0.701
C20 2.533 2.226 4.463
S1 0.780 1.896 4.476
O3 0.521 1.006 5.607
O4 0.014 3.119 4.384
O5 0.638 1.111 3.134
H29 2.762 2.853 5.325
H30 2.836 2.713 3.535
H31 3.029 1.263 4.571

Properties
* multiplicity: 4
* frontier orbital gap (spin up / spin down): 6.01 / 6.94 eV
* ΔE to the lowest compared entry with this formula, charge and spin: 56.16 kJ/mol
* net charge: +1
* molar mass: 438.468 g mol⁻¹
* largest force on an atom: 2.26 eV Å⁻¹

Molecular formula: C25H31N5OPtSeSi
Method: DFT, ωB97M-V/def2-TZVPD

Cartesian coordinates (Å):
Pt1 -0.795 -1.035 -1.250
N1 -0.001 6.317 5.941
C1 -0.043 5.491 5.144
C2 -0.097 4.458 4.147
C3 -1.177 4.394 3.269
C4 -1.219 3.403 2.304
C5 -0.196 2.462 2.215
C6 0.876 2.527 3.100
C7 0.934 3.524 4.059
C8 -0.264 1.400 1.174
C9 -0.393 0.086 1.634
C10 -0.512 -0.330 2.991
C11 -0.585 -1.702 2.989
C12 -0.521 -2.097 1.634
N2 -0.404 -1.048 0.833
C13 -0.211 1.843 -0.149
C14 0.072 3.167 -0.594
C15 0.054 3.142 -1.968
C16 -0.251 1.810 -2.335
N3 -0.401 1.046 -1.265
H1 -1.975 5.120 3.347
H2 -2.052 3.346 1.615
H3 1.670 1.795 3.027
H4 1.771 3.585 4.741
H5 -0.540 0.322 3.849
H6 -0.680 -2.357 3.839
H7 -0.570 -3.096 1.229
H8 0.280 4.013 0.041
H9 0.231 3.963 -2.644
H10 -0.376 1.399 -3.325
C17 4.014 -0.036 -0.948
N4 3.860 -1.444 -1.264
C18 5.079 -2.178 -1.550
C19 4.829 -3.667 -1.454
C20 3.657 -4.023 -2.342
N5 2.502 -3.205 -2.010
C21 1.226 -3.682 -2.514
C22 2.615 -1.906 -1.594
O1 1.636 -1.162 -1.487
H11 4.720 0.075 -0.124
H12 3.052 0.373 -0.660
H13 4.393 0.526 -1.809
H14 5.835 -1.867 -0.827
H15 5.461 -1.919 -2.547
H16 4.601 -3.934 -0.420
H17 5.716 -4.221 -1.761
H18 3.376 -5.068 -2.205
H19 3.928 -3.898 -3.398
H20 1.128 -4.742 -2.280
H21 1.146 -3.552 -3.598
H22 0.409 -3.144 -2.042
C23 -5.787 -0.170 -2.315
Si1 -4.374 -0.515 -1.133
C24 -3.681 1.091 -0.470
C25 -4.982 -1.552 0.304
Se1 -2.809 -1.772 -2.281
H23 -6.623 0.303 -1.792
H24 -6.150 -1.099 -2.761
H25 -5.471 0.491 -3.124
H26 -4.470 1.669 0.020
H27 -3.246 1.699 -1.267
H28 -2.898 0.884 0.263
H29 -5.825 -1.067 0.806
H30 -4.187 -1.703 1.038
H31 -5.310 -2.534 -0.043

Properties
* multiplicity: 3
* frontier orbital gap (spin up / spin down): 6.48 / 6.70 eV
* ΔE to the lowest compared entry with this formula, charge and spin: 0.00 kJ/mol
* molar mass: 719.681 g mol⁻¹
* largest force on an atom: 0.35 eV Å⁻¹

Molecular formula: C2H5N3O2S
Method: DFT, ωB97M-V/def2-TZVPD

Cartesian coordinates (Å):
N1 -0.553 -2.240 -1.197
N2 -1.526 -1.220 -0.951
C1 -1.047 0.003 -0.475
O1 -1.650 0.755 0.235
N3 0.266 0.307 -0.857
S1 1.014 1.502 0.080
C2 1.314 0.577 1.495
O2 1.086 -0.635 1.626
H1 -0.073 -2.637 -0.240
H2 -0.784 -3.022 -1.946
H3 -2.205 -1.493 -0.241
H4 0.780 -0.513 -1.100
H5 1.654 1.262 2.265

Properties
* structure (SMILES): NNC(=O)NSC=O
* frontier orbital gap: 10.67 eV
* ΔE to the lowest compared entry with this formula, charge and spin: 170.53 kJ/mol
* molar mass: 135.148 g mol⁻¹
* largest force on an atom: 3.86 eV Å⁻¹

Molecular formula: C4H21NO9
Method: DFT, ωB97M-V/def2-TZVPD

Cartesian coordinates (Å):
N1 -0.499 1.066 -2.051
C1 -1.332 -0.200 -2.038
C2 -0.992 -1.047 -3.209
O1 -2.002 -1.889 -3.504
C3 -1.065 -0.759 -0.638
C4 -2.188 -1.615 -0.271
O2 -3.203 -1.800 -0.828
O3 -1.617 -2.433 0.709
H1 0.435 0.937 -2.066
H2 -0.863 1.777 -2.524
H3 -2.470 0.175 -2.192
H4 -0.045 -1.706 -3.117
H5 -0.652 -0.364 -4.211
H6 -2.752 -1.514 -3.997
H7 -0.775 -0.014 0.075
H8 -0.087 -1.434 -0.588
H9 -2.107 -3.147 1.163
O4 1.365 2.194 4.167
H10 0.449 1.970 4.186
H11 1.511 2.261 3.205
O5 -0.161 -1.574 3.230
H12 0.630 -1.372 2.816
H13 -0.104 -2.360 3.820
O6 1.979 -0.839 1.907
H14 1.588 -0.030 1.552
H15 2.602 -0.473 2.450
O7 3.608 2.320 -1.464
H16 4.035 3.136 -1.656
H17 3.505 1.917 -2.327
O8 -2.020 1.140 2.529
H18 -1.437 0.416 2.828
H19 -2.274 0.713 1.724
O9 2.233 1.491 0.481
H20 1.733 1.989 -0.241
H21 2.970 1.070 0.080

Properties
* structure (SMILES): N[C@@H](CO)CC(=O)O.O.O.O.O.O.O
* frontier orbital gap: 9.33 eV
* ΔE to the lowest compared entry with this formula, charge and spin: 394.65 kJ/mol
* molar mass: 227.210 g mol⁻¹
* largest force on an atom: 5.22 eV Å⁻¹

Molecular formula: C37H36HgN2OPS4
Method: DFT, ωB97M-V/def2-TZVPD

Cartesian coordinates (Å):
Hg1 0.750 -0.184 0.773
C1 1.876 -0.564 5.264
C2 2.431 -1.204 4.029
C3 1.902 -2.386 3.529
C4 2.403 -2.965 2.373
C5 1.802 -4.220 1.813
C6 3.472 -2.358 1.725
C7 4.014 -1.174 2.204
C8 5.137 -0.487 1.482
C9 3.491 -0.610 3.360
H1 2.486 -0.817 6.134
H2 0.857 -0.892 5.445
H3 1.866 0.516 5.148
H4 1.062 -2.849 4.034
H5 2.422 -5.086 2.060
H6 1.723 -4.140 0.731
H7 0.804 -4.381 2.212
H8 3.856 -2.801 0.815
H9 6.089 -0.635 1.999
H10 4.941 0.583 1.430
H11 5.233 -0.873 0.470
H12 3.885 0.332 3.717
O1 -2.112 6.561 2.042
C10 -1.421 5.569 2.042
S1 -0.198 5.222 0.836
C11 0.467 3.713 1.546
C12 -0.187 3.259 2.660
S2 0.112 1.839 3.504
S3 -1.519 4.304 3.248
S4 1.791 3.014 0.774
C13 3.097 -0.867 -2.450
N1 1.941 -1.387 -1.786
C14 1.150 -2.182 -2.402
C15 0.016 -2.799 -1.830
C16 -0.796 -3.772 -2.448
C17 -1.711 -4.176 -1.491
C18 -1.416 -3.425 -0.346
N2 -0.395 -2.602 -0.542
C19 3.005 0.633 -2.560
C20 3.872 1.457 -1.858
C21 3.757 2.833 -1.929
C22 2.767 3.407 -2.707
C23 1.897 2.593 -3.412
C24 2.017 1.217 -3.342
H13 3.239 -1.307 -3.464
H14 3.977 -1.121 -1.844
H15 1.359 -2.475 -3.455
H16 -0.714 -4.122 -3.467
H17 -2.490 -4.915 -1.597
H18 -1.909 -3.476 0.611
H19 4.625 1.013 -1.225
H20 4.430 3.458 -1.360
H21 2.658 4.481 -2.749
H22 1.108 3.033 -4.008
H23 1.331 0.584 -3.890
C25 -1.091 1.004 -1.872
P1 -1.989 0.119 -0.533
C26 -3.370 -0.579 -1.506
C27 -3.067 -1.261 -2.685
C28 -4.042 -1.962 -3.364
C29 -5.338 -2.009 -2.874
C30 -5.643 -1.356 -1.691
C31 -4.667 -0.658 -1.006
C32 -2.890 1.490 0.278
C33 -3.230 2.692 -0.326
C34 -3.936 3.647 0.384
C35 -4.336 3.398 1.687
C36 -4.003 2.200 2.295
C37 -3.262 1.264 1.600
H24 -1.742 1.262 -2.711
H25 -0.283 0.349 -2.191
H26 -0.648 1.904 -1.447
H27 -2.051 -1.255 -3.050
H28 -3.788 -2.492 -4.273
H29 -6.102 -2.567 -3.402
H30 -6.651 -1.403 -1.295
H31 -4.913 -0.159 -0.078
H32 -2.926 2.897 -1.342
H33 -4.174 4.595 -0.076
H34 -4.873 4.157 2.236
H35 -4.301 2.010 3.317
H36 -2.939 0.348 2.078

Properties
* multiplicity: 2
* frontier orbital gap (spin up / spin down): 5.35 / 5.17 eV
* net charge: -2
* molar mass: 884.540 g mol⁻¹
* largest force on an atom: 1.16 eV Å⁻¹

Molecular formula: C3H4ClN3
Method: DFT, ωB97M-V/def2-TZVPD

Cartesian coordinates (Å):
C1 -1.341 0.124 0.247
C2 1.352 0.821 -0.075
C3 -0.197 -0.902 0.425
N1 -1.003 1.301 0.453
N2 -0.192 2.129 0.536
N3 0.931 -0.287 -0.275
Cl1 1.067 -1.251 -1.949
H1 -2.277 -0.352 0.077
H2 2.231 1.321 -0.650
H3 -0.099 -1.142 1.386
H4 -0.471 -1.761 -0.174

Properties
* frontier orbital gap (spin up / spin down): 7.79 / 7.79 eV
* ΔE to the lowest compared entry with this formula, charge and spin: 595.37 kJ/mol
* molar mass: 117.539 g mol⁻¹
* largest force on an atom: 5.09 eV Å⁻¹

Molecular formula: C6H10O
Method: DFT, ωB97M-V/def2-TZVPD

Cartesian coordinates (Å):
C1 -0.176 1.066 -2.395
C2 0.190 -1.313 -0.580
O1 1.364 -0.943 -0.138
C3 1.408 -0.516 1.267
C4 -0.028 -0.529 1.719
C5 -0.910 0.421 0.992
C6 -0.795 -1.012 0.497
H1 -0.054 1.159 -3.477
H2 0.607 1.626 -1.874
H3 -1.165 1.416 -2.086
H4 -0.085 0.017 -2.118
H5 2.038 -1.243 1.785
H6 1.887 0.467 1.286
H7 -0.276 -0.898 2.708
H8 -0.465 1.234 0.417
H9 -1.857 0.680 1.456
H10 -1.684 -1.631 0.541

Properties
* frontier orbital gap: 9.29 eV
* ΔE to the lowest compared entry with this formula, charge and spin: 306.29 kJ/mol
* molar mass: 98.145 g mol⁻¹
* largest force on an atom: 0.44 eV Å⁻¹

Molecular formula: C4H7NO2
Method: DFT, ωB97M-V/def2-TZVPD

Cartesian coordinates (Å):
O1 -1.673 1.679 0.379
C1 -1.134 0.970 -0.439
C2 -0.143 -0.090 -0.059
C3 1.216 0.062 -0.691
O2 1.791 1.285 -0.291
C4 -0.671 -1.399 0.387
N1 -0.097 -0.460 1.347
H1 -1.368 1.063 -1.516
H2 1.146 0.095 -1.782
H3 1.830 -0.798 -0.396
H4 1.666 1.343 0.665
H5 -0.086 -2.295 0.181
H6 -1.750 -1.535 0.372
H7 -0.829 0.050 1.840

Properties
* structure (SMILES): O=C[C@]1(CO)CN1
* frontier orbital gap: 10.94 eV
* ΔE to the lowest compared entry with this formula, charge and spin: 222.76 kJ/mol
* molar mass: 101.105 g mol⁻¹
* largest force on an atom: 0.52 eV Å⁻¹